Here is C25H64N5O12V as an isolated structure from the Open Molecules 2025 dataset. Energies are from ωB97M-V with the def2-TZVPD basis set.

Cartesian coordinates (Å):
O -1.36654 9.45597 4.99412
V -0.44589 10.46435 4.21616
O -0.57292 11.88997 5.00479
O -3.83752 10.79540 1.56120
C -2.53922 10.89956 1.79429
O -1.71644 10.84755 0.86669
O -2.16397 10.98749 2.95818
H -4.09324 10.94881 2.47370
C 0.55294 13.51164 -1.42267
O 0.05083 12.27330 -2.01966
C -1.10841 12.40281 -2.87172
C -1.60643 11.04164 -3.42700
N -1.88886 10.14476 -2.26573
C -2.55219 8.91838 -2.65496
C -2.70287 7.95530 -1.46793
O -1.52364 7.33838 -1.03254
C -1.21399 6.04612 -1.49991
H -0.08701 13.81317 -0.59342
H 0.55487 14.25900 -2.21611
H 1.56278 13.35245 -1.04455
H -0.82637 13.07634 -3.68099
H -1.81102 12.96298 -2.25475
H -0.89294 10.58569 -4.11340
H -2.54943 11.14573 -3.96368
H -2.55969 10.71256 -1.76804
H -2.05332 8.35817 -3.44578
H -3.50125 9.17296 -3.12674
H -3.50359 7.27833 -1.76568
H -3.16274 8.47925 -0.63002
H -1.04945 6.08377 -2.57676
H -1.91971 5.23274 -1.33112
H -0.28872 5.65841 -1.07370
C -3.19662 14.45957 2.13344
O -2.11739 15.17649 2.66387
C -0.79317 14.63238 2.50597
C 0.16227 15.12884 3.56199
N 0.31615 16.56589 3.52141
C 1.16713 17.16766 4.52032
C 0.45551 17.24393 5.88768
O -0.74328 17.92159 5.63919
C -1.59332 18.16723 6.71995
H -2.90151 13.95230 1.21492
H -3.94942 15.21977 1.92488
H -3.68085 13.77107 2.82597
H -0.39470 14.81227 1.50749
H -0.86655 13.55011 2.61279
H 1.17845 14.76626 3.40701
H -0.20216 14.74773 4.51595
H -0.56950 17.05112 3.50490
H 1.45257 18.15888 4.16805
H 2.11766 16.63740 4.57877
H 1.10919 17.75727 6.59286
H 0.21231 16.25706 6.28142
H -1.77407 17.20060 7.19011
H -2.52783 18.56506 6.32433
H -1.20949 18.82162 7.50261
C -6.27455 8.81556 1.32020
C -7.23055 7.72910 0.85630
C -7.07693 7.35145 -0.61852
O -7.23112 8.51389 -1.41936
C -6.98104 8.28517 -2.79500
N -7.08715 6.59476 1.80260
H -5.23859 8.49644 1.43439
H -6.56924 9.40466 2.18866
H -6.06164 9.49548 0.49528
H -8.26522 8.05490 0.96312
H -7.88198 6.70096 -0.96037
H -6.05147 7.01432 -0.76977
H -5.98321 7.85802 -2.89492
H -7.17904 9.26074 -3.23903
H -7.68762 7.59793 -3.26034
H -7.88633 5.97881 1.75756
H -7.03724 6.91688 2.75855
C -5.46457 11.93701 -2.91290
C -4.81170 12.14255 -1.53800
C -5.73359 12.92448 -0.49884
O -5.74637 14.31845 -0.80758
C -6.42859 15.09953 0.21437
N -4.42028 10.84591 -1.07719
H -4.68049 11.53369 -3.55373
H -5.79227 12.88703 -3.33502
H -6.29259 11.22838 -2.93067
H -3.95504 12.80539 -1.66000
H -5.41002 12.76466 0.52969
H -6.73775 12.52392 -0.63787
H -6.05539 14.94680 1.22704
H -7.51443 15.01806 0.16539
H -6.05942 16.11692 0.08500
H -5.20648 10.21506 -1.01374
H -4.06869 10.90891 -0.13246
C -6.79812 12.20935 3.12947
C -7.43546 11.42442 4.32496
C -6.48457 10.75175 5.31104
O -5.62308 9.86054 4.61498
C -4.38532 9.66396 5.24567
N -8.40189 12.23868 5.05539
H -5.99130 12.78156 3.58743
H -7.55920 12.85896 2.69719
H -6.28703 11.61041 2.37571
H -8.05621 10.65676 3.86294
H -6.96593 10.27397 6.16434
H -5.85384 11.54719 5.70798
H -3.77771 8.92339 4.72561
H -4.43010 9.45481 6.31448
H -3.77662 10.55341 5.08301
H -8.95915 12.74302 4.38071
H -7.91064 12.92596 5.60895

Forces on atoms 1 to 2 (eV/Å):
1.75 0.57 -0.26
-4.92 3.69 0.41

Here is C25H65CrF12N3O11P2 as an isolated structure from the Open Molecules 2025 dataset. Energies are from ωB97M-V with the def2-TZVPD basis set.

The multiplicity is 5. As for the expectation value of S²: 6.009.

Cartesian coordinates (Å):
Cr 6.99113 -19.88341 -7.22394
P 7.46369 -21.32884 -3.66420
F 5.85659 -21.57493 -3.93806
F 7.11005 -21.21119 -2.08525
F 7.70198 -22.92174 -3.54343
F 9.06763 -21.09301 -3.34553
F 7.69458 -21.44191 -5.30227
F 7.35764 -19.72254 -3.79736
P 6.73473 -17.96938 -10.16157
F 7.70227 -17.67937 -11.46440
F 5.54420 -18.43534 -11.19865
F 7.28262 -19.54670 -10.06146
F 5.80397 -18.33069 -8.79042
F 7.87207 -17.41921 -9.19725
F 6.21374 -16.48561 -10.27077
C 11.07531 -17.58128 -10.17489
O 10.45047 -18.78362 -10.50050
C 10.42541 -19.12142 -11.88161
C 10.04516 -20.55961 -11.94484
N 11.14066 -21.40727 -11.46287
C 10.91084 -22.86913 -11.51848
C 10.88575 -23.32731 -12.97311
O 10.56087 -24.69560 -13.08064
C 10.42611 -25.19454 -14.40696
H 12.15201 -17.69442 -10.25801
H 10.73194 -17.23081 -9.21407
H 10.67469 -16.82927 -10.85762
H 11.34002 -18.76531 -12.36264
H 9.56941 -18.56379 -12.35754
H 9.72483 -20.80496 -12.99192
H 9.22398 -20.66714 -11.20107
H 11.98745 -21.15995 -11.95230
H 9.95433 -23.05002 -10.99939
H 11.67498 -23.41993 -10.88450
H 11.84302 -22.97499 -13.34623
H 10.11988 -22.73363 -13.59962
H 9.47328 -24.73765 -14.76132
H 10.23487 -26.26801 -14.41147
H 11.26451 -24.97663 -15.09535
C 12.61910 -19.88641 -2.61653
O 12.46571 -20.22260 -3.96848
C 12.15684 -21.61068 -4.09577
C 13.37484 -22.38345 -4.54941
N 13.84569 -21.86964 -5.81400
C 15.02002 -22.46806 -6.45472
C 14.62545 -23.64312 -7.31283
O 14.14573 -24.65547 -6.49458
C 13.59007 -25.75286 -7.23667
H 12.06065 -20.55718 -2.02506
H 12.28754 -18.83418 -2.55476
H 13.64855 -19.86990 -2.32040
H 11.40693 -21.62277 -4.86007
H 11.80778 -22.03377 -3.10345
H 12.96461 -23.31650 -4.77997
H 14.12845 -22.51554 -3.74813
H 13.98843 -20.88054 -5.70882
H 15.78065 -22.86717 -5.73073
H 15.54808 -21.67822 -7.02068
H 15.52984 -23.93218 -7.96362
H 13.86018 -23.40897 -8.06062
H 14.40965 -26.26314 -7.82309
H 12.72555 -25.50337 -7.84962
H 13.26302 -26.50912 -6.50284
C 6.88877 -16.89270 -6.02646
O 7.61582 -18.10943 -6.34791
C 9.06072 -17.81620 -6.62386
C 9.73329 -19.12501 -6.94795
N 9.00981 -19.93587 -7.97704
C 9.66281 -21.23116 -8.21739
C 9.86565 -22.23202 -7.14589
O 8.89138 -23.31001 -7.22549
C 9.29550 -24.36053 -6.38690
H 7.36188 -16.23444 -5.36256
H 5.98125 -17.25620 -5.51376
H 6.58166 -16.32726 -6.87101
H 9.54362 -17.46738 -5.70382
H 9.11210 -17.07846 -7.39819
H 9.63894 -19.62789 -5.99168
H 10.80601 -19.03216 -7.14124
H 9.03127 -19.50446 -8.89383
H 10.60925 -21.03938 -8.74171
H 9.13580 -21.75330 -9.00808
H 9.67142 -21.69833 -6.19377
H 10.90709 -22.71779 -7.15257
H 9.94267 -25.02184 -6.95615
H 8.38567 -24.87085 -6.06697
H 9.83754 -23.91336 -5.54963
C 5.42325 -22.44569 -6.97748
C 4.36257 -21.36462 -7.01994
O 4.94947 -20.16683 -6.53886
O 6.55085 -21.92798 -7.75864
H 5.15400 -23.45218 -7.46429
H 5.70940 -22.65658 -5.93751
H 3.56527 -21.66095 -6.37748
H 4.05738 -21.28326 -8.12441
H 4.65900 -19.85437 -5.66597
H 7.32163 -22.52530 -7.59866
C 7.07661 -23.79627 -12.05773
C 7.05993 -23.68057 -10.54307
O 6.02216 -24.41970 -9.88469
O 7.74503 -24.94875 -12.44362
H 7.54018 -22.87051 -12.47916
H 6.06728 -23.87551 -12.42379
H 6.68267 -22.69520 -10.27900
H 8.06638 -23.87342 -10.14631
H 6.06195 -25.33385 -10.21592
H 8.68532 -24.84655 -12.56126
C 2.43833 -20.28299 -4.22513
C 3.20993 -19.22939 -3.49484
C 3.29840 -19.40846 -1.98960
O 4.51176 -19.04205 -4.04290
H 2.97059 -21.23314 -4.11368
H 2.33401 -20.16882 -5.30384
H 1.47349 -20.46187 -3.82883
H 2.74864 -18.25183 -3.77191
H 2.37778 -19.15974 -1.48091
H 4.01610 -18.64489 -1.70110
H 3.75601 -20.35845 -1.78911
H 5.18669 -19.62968 -3.68483

Forces on atoms 1 to 2 (eV/Å):
-0.51 -0.74 -0.35
1.03 -0.61 1.89

Molecular weight: 677.75, 925.73 (g mol⁻¹)
Energy: -84662.965, -133590.149 (eV)